Record 1
ORCA calculation (ωB97M-V/def2-TZVPD) on a gas-phase ion, C3H6N3S (charge +1).

Geometry as ORCA input:
```
! wB97M-V def2-TZVPD RIJCOSX def2/J DEFGRID3
* xyz 1 1
N -2.4191 -0.4457 -0.2380
C -1.2184 -0.2003 0.1506
N -0.2970 -1.0086 0.4684
N 0.8871 -0.5108 0.6093
C 1.5747 0.1293 -0.6632
C 1.0136 1.0474 0.3511
S -0.5643 1.7421 0.0986
H -2.5948 -1.4842 -0.4280
H -3.3253 0.0952 -0.2059
H 1.5541 -1.0933 1.2200
H 1.1002 0.0105 -1.5373
H 2.6883 0.0372 -0.7910
H 1.6009 1.6811 0.9654
*
```

Its structure (SMILES) is NC1=N[N@H+]2C[C@H]2S1. Its total energy is -680.00988 Eh. The value obtained for the LUMO energy is -3.64 eV. Its relative energy (zero: lowest compared OMol25 entry of this formula, charge and spin) is 63.43 kcal per mole.

Record 2
ORCA calculation (ωB97M-V/def2-TZVPD) on a single C4H10FOP molecule.

Geometry as ORCA input:
```
! wB97M-V def2-TZVPD RIJCOSX def2/J DEFGRID3
* xyz 0 1
C 1.9689 -1.1234 0.5520
C 1.0860 0.0051 -0.1908
F 1.9407 1.0490 -0.3689
P -0.5776 0.5334 0.4823
C -1.7145 -1.0120 0.0569
C -0.9682 1.8886 -0.6501
O -0.5155 0.8088 1.9104
H 1.2654 -1.6774 1.1287
H 2.5243 -1.6924 -0.1276
H 2.5729 -0.7927 1.3249
H 0.9651 -0.5507 -1.2900
H -1.9283 -1.2896 1.0591
H -2.6648 -0.9450 -0.5101
H -1.1000 -1.7004 -0.5949
H -0.1460 2.6655 -0.5713
H -0.7820 1.3986 -1.6025
H -1.9264 2.4347 -0.6081
*
```

Its structure (SMILES) is C[C@H](F)P(C)(C)=O. Its total energy is -674.84720 Eh. The value obtained for the LUMO energy is 0.75 eV. Its relative energy (zero: lowest compared OMol25 entry of this formula, charge and spin) is 45.17 kcal per mole.

Record 3
ORCA calculation (ωB97M-V/def2-TZVPD) on 2 unconnected molecules or ions with the total composition C4H13FSi2.

Geometry as ORCA input:
```
! wB97M-V def2-TZVPD RIJCOSX def2/J DEFGRID3
* xyz 0 1
C 0.7243 -0.5129 2.2042
C -2.0307 -1.6370 1.2082
C 1.0270 2.2721 -1.5294
C 0.9541 -0.4272 -2.6740
F -1.2127 1.0083 0.7747
Si -1.1088 -0.1403 1.9102
Si 1.7558 0.5231 -1.1990
H 1.0478 -1.4018 1.6723
H 1.3459 0.3105 1.8599
H 0.9356 -0.6678 3.2591
H -1.6349 -1.9069 0.2331
H -1.9404 -2.5059 1.8526
H -3.0899 -1.4284 1.0850
H 0.0126 2.2350 -1.9278
H 0.9944 2.8613 -0.6148
H 1.6406 2.8221 -2.2450
H -0.1249 -0.5161 -2.5300
H 1.1140 0.0897 -3.6211
H 1.3550 -1.4345 -2.7820
H -1.7647 0.4568 3.0639
*
```

Its total energy is -839.06546 Eh. The value obtained for the LUMO energy is -0.12 eV. Its relative energy (zero: lowest compared OMol25 entry of this formula, charge and spin) is 9.70 kcal per mole.

Record 4
ORCA calculation (ωB97M-V/def2-TZVPD) on 10 unconnected molecules or ions with the total composition H20O10.

Geometry as ORCA input:
```
! wB97M-V def2-TZVPD RIJCOSX def2/J DEFGRID3
* xyz 0 1
O 1.4049 -2.7247 2.1822
H 0.5269 -2.3937 1.9402
H 1.8449 -2.6207 1.4602
O 0.5549 1.6963 2.6162
H 1.3529 1.9943 3.1902
H 0.6319 1.6593 1.5392
O -0.3331 -1.4007 -2.9258
H -0.2581 -0.4537 -2.5028
H -1.0131 -1.2827 -3.5778
O 2.0169 -2.1667 -0.4608
H 1.4089 -1.9767 -1.1828
H 2.8199 -2.2607 -0.9008
O 3.9879 1.1713 -0.5638
H 3.1909 1.1813 -0.1478
H 3.9829 1.6213 -1.3258
O 0.5329 0.4023 0.0542
H 0.6759 -0.5667 -0.0208
H -0.3981 0.5953 0.0142
O -2.0471 1.2883 0.6912
H -1.6331 2.1153 0.5542
H -2.1011 1.1393 1.6562
O -1.3181 -2.4437 1.0892
H -1.7831 -2.5127 0.2562
H -1.6891 -1.7217 1.5182
O -3.2471 -0.3627 -1.1148
H -3.8331 -0.5487 -0.4208
H -2.7611 0.3013 -0.6098
O -1.1131 3.5223 -0.8178
H -0.4251 4.1223 -0.9588
H -0.9781 2.6253 -1.2318
*
```

Its structure (SMILES) is O.O.O.O.O.O.O.O.O.O. Its total energy is -764.31784 Eh. The value obtained for the LUMO energy is -0.26 eV. Its relative energy (zero: lowest compared OMol25 entry of this formula, charge and spin) is 102.96 kcal per mole.

Record 5
ORCA calculation (ωB97M-V/def2-TZVPD) on a molecular structure, C5H8FInO4.

Geometry as ORCA input:
```
! wB97M-V def2-TZVPD RIJCOSX def2/J DEFGRID3
* xyz 1 2
C 0.1244 -0.4425 1.6540
O 1.2232 -0.2608 0.7970
In 3.1221 -0.2548 0.6795
C -0.5018 -1.8209 1.5286
H 0.4623 -0.2835 2.6923
H -0.6264 0.3411 1.4447
H -1.3585 -1.9084 2.2124
H -0.8538 -2.0056 0.5043
H 0.2294 -2.6005 1.7878
C 1.1969 0.5133 -0.7873
O 0.5386 1.7130 -0.5556
C -0.6676 1.7413 -1.2360
C -0.9045 0.2903 -1.6275
O 0.3985 -0.2714 -1.5614
O 2.4385 0.5377 -1.0100
F -0.5168 2.5315 -2.3612
H -1.4396 2.2007 -0.6099
H -1.5665 -0.2108 -0.9082
H -1.2985 0.1904 -2.6435
*
```

Its total energy is -785.95858 Eh. The expectation value of S² is 0.753. The value obtained for the LUMO energy (spin up / spin down) is -4.44 / -7.71 eV. Its relative energy (zero: lowest compared OMol25 entry of this formula, charge and spin) is 14.51 kcal per mole.

Record 6
ORCA calculation (ωB97M-V/def2-TZVPD) on a single C3H4F2O molecule.

Geometry as ORCA input:
```
! wB97M-V def2-TZVPD RIJCOSX def2/J DEFGRID3
* xyz 0 1
F -0.6584 -0.6804 2.0864
C 0.3029 -0.0465 1.2960
C 0.1038 -0.3717 -0.1814
F 1.0611 -1.3190 -0.5830
C -0.3427 0.5169 -1.2350
O -1.0936 -0.6104 -0.7769
H 0.0563 1.1437 1.4695
H 1.3463 -0.3608 1.5109
H -0.8779 1.4391 -1.2363
H 0.1023 0.2892 -2.3502
*
```

Its structure (SMILES) is FC[C@]1(F)CO1. Its total energy is -391.60204 Eh. The value obtained for the LUMO energy is 0.91 eV. Its relative energy (zero: lowest compared OMol25 entry of this formula, charge and spin) is 44.40 kcal per mole.

Record 7
ORCA calculation (ωB97M-V/def2-TZVPD) on a molecular structure, C25H34CoNO2Si.

Geometry as ORCA input:
```
! wB97M-V def2-TZVPD RIJCOSX def2/J DEFGRID3
* xyz -1 4
C -0.7461 -2.8808 -0.2221
C -1.0755 -1.7818 -1.1172
C 0.1501 -1.0684 -1.3724
H -1.9965 -1.7103 -1.6920
C 1.1950 -1.7076 -0.6647
C 0.6621 -2.8237 0.0294
H 2.2433 -1.4316 -0.7071
C -2.5288 0.5697 2.2084
C -2.8967 -0.0063 0.9355
C -2.0786 0.6519 -0.0731
H -3.7376 -0.6684 0.7241
C -1.3103 1.6765 0.5829
C -1.5556 1.5694 1.9738
H 0.2526 -0.2473 -2.0797
H 1.2138 -3.5381 0.6345
H -1.4428 -3.6564 0.0850
H -1.1230 2.2254 2.7276
H -2.2276 0.5939 -1.1485
H -2.9582 0.3119 3.1742
Co -1.0471 -0.9791 0.7850
C -0.5149 2.7639 -0.0993
C -0.5728 4.0418 0.7527
C -1.0610 3.0958 -1.4999
H -1.6180 4.3633 0.8485
H 0.0082 4.8262 0.2591
H -0.1432 3.8726 1.7459
H -2.1197 3.3804 -1.4327
H -0.9559 2.2602 -2.2050
H -0.5010 3.9527 -1.8949
C 0.9389 2.2410 -0.2285
C 1.9497 3.2531 -0.7567
H 0.9436 1.3540 -0.8841
H 1.3090 1.9074 0.7580
O 1.7850 4.4754 -0.7378
N 3.1146 2.7601 -1.2840
C 3.5037 1.3687 -1.5010
H 3.8058 3.4710 -1.4946
C 3.0024 0.8151 -2.8250
C 3.3799 -0.4798 -3.1941
H 4.0697 -1.0218 -2.5415
C 2.8809 -1.0533 -4.3642
H 3.1615 -2.0768 -4.6177
C 2.0361 -0.3106 -5.1984
H 1.6461 -0.7582 -6.1121
C 1.7060 1.0066 -4.8673
H 1.0658 1.6081 -5.5131
C 2.2037 1.5767 -3.6872
H 1.9872 2.6187 -3.4389
H 3.1470 0.7350 -0.6667
H 4.6050 1.3272 -1.4895
C -1.1791 -2.0909 5.2043
Si -1.4096 -2.6710 3.4201
C -0.7972 -4.4663 3.3166
C -3.2876 -2.7616 3.1246
O -0.6271 -1.6608 2.4229
H -1.6290 -2.7985 5.9154
H -1.6410 -1.1080 5.3724
H -0.1128 -1.9969 5.4518
H -1.2584 -5.0532 4.1278
H -1.0571 -4.9542 2.3662
H 0.2939 -4.5319 3.4389
H -3.7697 -1.7743 3.1429
H -3.5336 -3.2355 2.1638
H -3.7475 -3.3699 3.9187
*
```

Its total energy is -2850.61017 Eh. The expectation value of S² is 3.779. The value obtained for the LUMO energy (spin up / spin down) is 2.70 / 2.70 eV. Its relative energy (zero: lowest compared OMol25 entry of this formula, charge and spin) is 0.00 kcal per mole.

Record 8
ORCA calculation (ωB97M-V/def2-TZVPD) on a molecular structure, C32H45N2O3S2W.

Geometry as ORCA input:
```
! wB97M-V def2-TZVPD RIJCOSX def2/J DEFGRID3
* xyz 3 3
W 13.2957 14.1500 6.3938
C 10.2388 20.6847 5.2229
C 9.9216 20.0103 6.5885
C 8.4830 20.3446 6.9324
C 10.8334 20.7374 7.5900
C 10.2501 18.5245 6.5529
C 11.5703 18.1027 6.7677
C 11.9147 16.7988 6.4556
N 13.2282 16.2413 6.4745
C 14.4378 16.9318 6.2541
C 14.6636 18.2928 5.9931
C 15.9869 18.8173 5.8857
C 17.0614 17.9300 6.0530
C 16.8816 16.5227 6.3551
C 15.5512 16.0555 6.3098
O 15.1002 14.7709 6.2630
C 18.0156 15.5665 6.5402
C 17.9688 14.4672 5.4001
C 19.4237 16.2201 6.4970
C 17.8456 14.8216 7.8687
C 16.2832 20.2861 5.5882
C 17.7250 20.7558 5.6489
C 15.4382 21.1713 6.5441
C 15.7630 20.7386 4.2307
C 10.8705 15.8237 6.3701
O 11.4272 14.6192 6.1395
C 9.4999 16.1751 6.3858
C 9.2450 17.5858 6.3515
C 8.3027 15.2046 6.5508
C 7.2605 15.4148 5.4432
C 7.6720 15.5073 7.9471
C 8.8108 13.7225 6.5233
H 9.8880 21.7357 5.2027
H 9.7419 20.1728 4.3263
H 11.3311 20.6682 5.0284
H 8.4004 21.4306 7.0811
H 8.0713 19.8150 7.8379
H 7.7274 20.1765 6.1154
H 10.4166 21.7495 7.7574
H 11.8685 20.9188 7.2000
H 10.8763 20.2201 8.5770
H 12.3323 18.8423 7.0442
H 13.8037 18.9589 5.8154
H 18.0281 18.4043 5.9445
H 18.0202 14.9229 4.4041
H 17.0381 13.8825 5.4982
H 18.8250 13.7669 5.4720
H 19.6728 16.6615 5.5060
H 20.2011 15.4579 6.7142
H 19.4848 17.0270 7.2787
H 16.8372 14.3242 7.8812
H 17.9685 15.5172 8.7191
H 18.6250 14.0488 7.9947
H 18.1221 20.6204 6.6891
H 17.7055 21.8195 5.4251
H 18.3892 20.3367 4.8786
H 15.6984 21.0267 7.6391
H 14.3542 21.0161 6.4433
H 15.7033 22.2477 6.3112
H 16.2375 20.1706 3.3716
H 16.0657 21.7730 4.0495
H 14.6679 20.5758 4.1750
H 8.2364 17.9438 6.0949
H 6.7071 16.3766 5.4821
H 6.4752 14.6117 5.5176
H 7.7236 15.4446 4.4316
H 7.4472 16.6007 7.9784
H 8.3128 15.2335 8.8272
H 6.6735 14.9956 8.0347
H 9.2591 13.4875 5.5086
H 7.9937 13.0435 6.7150
H 9.6167 13.5540 7.2695
S 13.6749 12.2356 4.8155
C 13.1393 10.7512 5.4449
N 13.0818 10.2762 6.6836
C 12.7373 8.8580 6.8010
C 13.1167 8.2236 5.4429
S 12.8473 9.5240 4.2036
H 13.2366 10.8676 7.4917
H 11.6357 8.7331 6.9136
H 13.1655 8.3547 7.6952
H 12.5214 7.3421 5.2038
H 14.1497 7.9644 5.4087
O 13.5034 13.4862 9.3405
C 13.3846 13.6791 8.1933
*
```

Its total energy is -2444.00715 Eh. The expectation value of S² is 2.359. The value obtained for the LUMO energy (spin up / spin down) is -11.66 / -12.30 eV. Its relative energy (zero: lowest compared OMol25 entry of this formula, charge and spin) is 0.00 kcal per mole.

Question: What is the relative energy (zero: lowest compared OMol25 entry of this formula, charge and spin) in the fifth record?
Answer: 14.51 kcal per mole